# 1
{"formula": "C28H80O12", "method": "ωB97M-V/def2-TZVPD", "e_homo_ev": -9.441, "charge": 0, "smiles": "CC(C)O.CC(C)O.CC(C)O.CC(C)O.CCO.CCO.CCO.CCO.CCO.CCO.CCO.CCO", "homo_lumo_gap_ev": 10.0, "de_lowest_kj_mol": 172.2, "elements": ["C", "C", "C", "O", "H", "H", "H", "H", "H", "H", "H", "H", "C", "C", "C", "O", "H", "H", "H", "H", "H", "H", "H", "H", "C", "C", "C", "O", "H", "H", "H", "H", "H", "H", "H", "H", "C", "C", "C", "O", "H", "H", "H", "H", "H", "H", "H", "H", "C", "C", "O", "H", "H", "H", "H", "H", "H", "C", "C", "O", "H", "H", "H", "H", "H", "H", "C", "C", "O", "H", "H", "H", "H", "H", "H", "C", "C", "O", "H", "H", "H", "H", "H", "H", "C", "C", "O", "H", "H", "H", "H", "H", "H", "C", "C", "O", "H", "H", "H", "H", "H", "H", "C", "C", "O", "H", "H", "H", "H", "H", "H", "C", "C", "O", "H", "H", "H", "H", "H", "H"], "xyz": [[2.74, -2.60, 2.97], [1.78, -3.60, 2.30], [1.85, -3.52, 0.80], [1.94, -4.92, 2.65], [3.75, -2.95, 2.73], [2.67, -2.56, 4.07], [2.61, -1.63, 2.52], [0.78, -3.34, 2.60], [2.88, -3.60, 0.50], [1.57, -2.62, 0.29], [1.34, -4.36, 0.33], [2.16, -4.99, 3.60], [-0.17, 5.43, 2.15], [-0.71, 4.09, 1.60], [-2.15, 3.80, 2.12], [-0.68, 4.06, 0.16], [0.71, 5.80, 1.59], [0.07, 5.31, 3.16], [-0.91, 6.21, 2.06], [-0.10, 3.24, 1.97], [-2.27, 3.95, 3.19], [-2.31, 2.74, 1.91], [-2.88, 4.38, 1.63], [-0.53, 3.08, 0.03], [4.01, -2.35, -2.19], [3.80, -1.01, -1.51], [4.37, 0.13, -2.46], [2.44, -0.77, -1.21], [3.76, -2.22, -3.24], [3.40, -3.16, -1.79], [5.09, -2.52, -2.18], [4.46, -1.01, -0.61], [3.78, 0.19, -3.39], [5.42, -0.04, -2.72], [4.18, 1.12, -1.98], [2.50, -0.11, -0.47], [1.91, -2.64, -5.30], [0.48, -2.44, -4.87], [0.42, -2.68, -3.31], [0.19, -1.04, -5.18], [2.12, -2.37, -6.31], [2.24, -3.67, -5.21], [2.55, -1.97, -4.70], [-0.25, -3.07, -5.41], [0.68, -3.73, -3.03], [-0.56, -2.45, -2.92], [1.18, -2.06, -2.83], [-0.43, -0.76, -4.52], [3.74, 3.30, 0.03], [2.52, 2.45, 0.34], [2.80, 1.14, 0.78], [4.37, 2.85, -0.71], [4.37, 3.43, 0.92], [3.36, 4.20, -0.46], [1.91, 2.26, -0.58], [1.96, 2.97, 1.08], [2.86, 1.07, 1.77], [0.92, 2.72, -3.44], [-0.27, 2.35, -4.23], [-1.12, 1.61, -3.37], [1.48, 1.80, -3.16], [0.79, 3.29, -2.49], [1.69, 3.33, -3.92], [0.08, 1.68, -5.02], [-0.90, 3.11, -4.70], [-2.02, 1.94, -3.50], [-5.19, -0.35, -0.02], [-4.85, 1.03, -0.49], [-5.07, 1.10, -1.89], [-4.94, -0.54, 1.01], [-4.69, -1.07, -0.67], [-6.27, -0.45, -0.14], [-3.80, 1.22, -0.32], [-5.46, 1.79, 0.06], [-4.57, 1.87, -2.26], [-0.96, -3.12, 6.24], [-1.57, -3.62, 4.93], [-1.22, -2.82, 3.78], [-1.46, -3.63, 7.11], [-1.13, -2.00, 6.38], [0.12, -3.32, 6.33], [-2.66, -3.51, 5.15], [-1.31, -4.64, 4.72], [-1.96, -2.75, 3.16], [-2.00, -5.58, 1.17], [-2.49, -4.33, 0.52], [-3.11, -3.49, 1.55], [-1.18, -5.40, 1.85], [-1.67, -6.31, 0.42], [-2.76, -6.18, 1.73], [-3.22, -4.48, -0.26], [-1.67, -3.76, 0.13], [-4.03, -3.31, 1.27], [-2.57, 5.30, -2.92], [-3.85, 4.71, -3.44], [-3.64, 3.34, -3.94], [-2.72, 6.15, -2.30], [-1.94, 5.69, -3.74], [-1.96, 4.58, -2.33], [-4.22, 5.35, -4.26], [-4.62, 4.58, -2.67], [-4.07, 3.20, -4.80], [0.72, 0.65, 4.25], [2.03, 1.09, 4.77], [2.90, 1.43, 3.62], [0.38, 1.27, 3.42], [0.00, 0.71, 5.06], [0.77, -0.40, 3.95], [2.48, 0.16, 5.25], [1.99, 1.91, 5.49], [3.80, 1.46, 3.98], [-0.67, -0.39, 1.00], [-0.79, 0.00, -0.47], [-0.91, 1.42, -0.64], [-1.47, 0.12, 1.58], [0.28, -0.13, 1.31], [-0.88, -1.45, 1.03], [-1.66, -0.56, -0.88], [0.07, -0.36, -1.05], [-0.73, 1.56, -1.62]], "mulliken_charge": [-1.19, 1.63, -1.55, -0.64, 0.48, 0.37, 0.01, -0.57, 0.39, 0.27, 0.42, 0.38, -1.78, 2.36, -1.43, -0.47, 0.35, 0.41, 0.45, -1.00, 0.40, 0.19, 0.40, 0.13, -1.44, 0.75, -1.08, 0.94, 0.20, 0.14, 0.49, 0.26, 0.24, 0.43, -0.13, -0.74, -1.06, 0.54, -1.21, -0.54, 0.46, 0.36, -0.03, 0.25, 0.41, 0.49, 0.10, 0.24, -1.62, 0.92, -0.47, 0.35, 0.33, 0.39, -0.24, 0.10, 0.06, -0.68, -0.14, -0.41, -0.05, 0.04, 0.48, 0.26, 0.32, 0.08, -1.35, 0.69, -0.61, 0.36, 0.27, 0.40, -0.28, 0.24, 0.29, -1.06, -0.25, -0.19, 0.34, 0.20, 0.27, 0.32, 0.28, 0.11, -1.15, 0.25, -0.54, 0.12, 0.38, 0.32, 0.54, -0.15, 0.24, -0.86, -0.21, -0.43, 0.42, 0.29, 0.04, 0.31, 0.25, 0.24, 0.26, -0.43, -0.45, -0.53, 0.46, -0.22, 0.29, 0.38, 0.21, 0.10, 0.22, 0.30, 0.26, -0.35, -0.14, 0.30, -0.35, -0.25]}

# 2
{"formula": "C5H7N3O", "method": "ωB97M-V/def2-TZVPD", "e_homo_ev": -7.822, "charge": 0, "homo_lumo_gap_ev": 8.8, "de_lowest_kj_mol": 428.4, "elements": ["C", "C", "C", "C", "C", "N", "N", "N", "O", "H", "H", "H", "H", "H", "H", "H"], "xyz": [[-1.35, -2.56, 2.14], [-0.72, -3.03, 0.02], [0.23, 1.01, 0.32], [-0.09, -0.15, -0.19], [0.50, 2.12, -0.61], [-1.07, -1.38, 1.78], [-0.51, -3.25, -1.16], [-0.50, -1.29, 0.63], [-1.10, -3.58, 1.13], [-1.98, -2.94, 2.97], [0.41, 1.34, 1.36], [-0.31, -0.29, -1.23], [-0.43, 2.40, -1.04], [0.98, 2.86, -0.15], [1.21, 1.72, -1.34], [-0.52, -4.27, -1.51]], "nbo_charge": [0.20, 0.72, -0.21, -0.03, -0.63, -0.20, -0.73, -0.30, -0.48, 0.21, 0.22, 0.22, 0.22, 0.21, 0.21, 0.39]}

# 3
{"formula": "C5H12NO", "method": "ωB97M-V/def2-TZVPD", "e_homo_ev": [-12.070, -12.070], "charge": 1, "homo_lumo_gap_ev": [4.9, 4.9], "de_lowest_kj_mol": 459.3, "elements": ["C", "C", "C", "C", "C", "N", "O", "H", "H", "H", "H", "H", "H", "H", "H", "H", "H", "H", "H"], "xyz": [[3.43, -0.34, 0.36], [-2.12, -0.35, -0.73], [-0.31, -1.76, 0.72], [-0.23, 1.89, -0.21], [-0.83, -0.45, 0.09], [-0.04, 0.56, 0.18], [3.16, -0.44, -0.88], [2.74, -0.44, 1.14], [-2.75, 0.60, -0.32], [-2.76, -1.16, -0.73], [-1.80, -0.16, -1.83], [-1.02, -2.25, 1.31], [0.66, -1.55, 1.28], [0.04, -2.54, -0.12], [-0.13, 2.38, 0.75], [0.48, 2.08, -0.91], [-1.23, 1.91, -0.54], [3.65, -0.06, -1.59], [4.27, 0.19, 0.68]], "nbo_charge": [0.47, -0.70, -0.63, -0.43, 0.31, -0.48, -0.48, 0.23, 0.24, 0.23, 0.24, 0.24, 0.20, 0.22, 0.22, 0.20, 0.19, 0.56, 0.18]}

# 4
{"formula": "C2H2N4O2", "method": "ωB97M-V/def2-TZVPD", "e_homo_ev": -10.771, "charge": 0, "smiles": "O=CNc1nnno1", "homo_lumo_gap_ev": 11.1, "de_lowest_kj_mol": 367.0, "elements": ["O", "C", "N", "C", "N", "N", "N", "O", "H", "H"], "xyz": [[-1.04, 2.12, -0.46], [0.08, 1.80, -0.24], [0.59, 0.55, -0.45], [0.03, -0.62, -0.05], [-1.19, -0.63, 0.39], [-1.24, -1.89, 0.87], [-0.37, -2.71, 0.62], [0.68, -1.69, -0.13], [0.89, 2.53, 0.13], [1.56, 0.53, -0.69]], "nbo_charge": [-0.48, 0.55, -0.64, 0.68, -0.36, 0.02, 0.13, -0.41, 0.11, 0.42]}

no.,energy (eV)
1,-54900.832
2,-11811.950
3,-8905.869
4,-12158.944